[1]
The following is a quantum chemistry calculation of 11 unconnected molecules or ions with the total composition C57H64N12P, from OMol25.

The geometry in XYZ format:
```
134
C57H64N12P the ωB97M-V functional and the def2-TZVPD basis
C -2.738 -1.096 3.841
C -2.524 0.382 3.118
P -2.719 1.731 4.510
C -1.514 3.131 4.025
C -2.164 4.636 4.003
C -4.553 2.251 4.397
C -5.508 1.989 5.727
N -6.854 2.500 5.198
C -6.753 3.000 3.754
N -5.340 2.865 3.231
H -3.368 -1.806 3.146
H -1.679 -1.540 4.130
H -3.303 -0.857 4.865
H -1.464 0.421 2.606
H -3.396 0.569 2.325
H -0.664 3.148 4.862
H -1.018 2.883 2.968
H -1.277 5.376 3.702
H -2.992 4.799 3.174
H -2.527 5.022 5.070
H -5.243 1.527 6.773
H -7.738 2.501 5.754
H -7.619 3.421 3.075
H -4.901 3.075 2.307
N 0.457 -2.347 2.965
C 0.328 -3.653 3.288
C 1.333 -4.591 3.120
C 2.546 -4.168 2.585
C 2.708 -2.830 2.241
C 1.646 -1.966 2.449
H -0.638 -3.934 3.699
H 1.175 -5.626 3.400
H 3.357 -4.875 2.438
H 3.640 -2.469 1.821
H 1.725 -0.911 2.200
N 5.598 -1.341 0.480
C 5.485 -1.208 -0.860
C 5.451 0.013 -1.514
C 5.535 1.172 -0.748
C 5.650 1.068 0.634
C 5.679 -0.198 1.196
H 5.420 -2.141 -1.413
H 5.362 0.060 -2.593
H 5.510 2.147 -1.225
H 5.717 1.952 1.258
H 5.771 -0.332 2.270
N 7.329 -5.303 1.356
C 7.355 -4.248 0.513
C 8.390 -3.996 -0.374
C 9.466 -4.876 -0.396
C 9.469 -5.971 0.462
C 8.387 -6.141 1.310
H 6.495 -3.588 0.570
H 8.358 -3.134 -1.031
H 10.297 -4.711 -1.077
H 10.293 -6.676 0.469
H 8.340 -6.982 1.997
N 5.100 -0.256 -5.047
C 3.917 -0.082 -5.678
C 3.497 -0.849 -6.752
C 4.340 -1.854 -7.214
C 5.565 -2.057 -6.586
C 5.896 -1.241 -5.517
H 3.296 0.717 -5.283
H 2.535 -0.667 -7.219
H 4.045 -2.475 -8.055
H 6.245 -2.831 -6.922
H 6.840 -1.362 -4.992
N -5.243 9.490 1.930
C -5.372 8.184 2.253
C -4.367 7.246 2.085
C -3.154 7.669 1.550
C -2.992 9.007 1.205
C -4.054 9.871 1.414
H -6.338 7.903 2.663
H -4.525 6.211 2.364
H -2.343 6.962 1.402
H -2.060 9.368 0.786
H -3.975 10.926 1.165
N -6.702 -2.279 1.280
C -6.815 -2.147 -0.060
C -6.849 -0.925 -0.714
C -6.765 0.233 0.052
C -6.650 0.130 1.434
C -6.621 -1.136 1.996
H -6.880 -3.079 -0.613
H -6.938 -0.878 -1.793
H -6.790 1.209 -0.425
H -6.583 1.013 2.058
H -6.529 -1.270 3.070
N 6.198 -0.872 -10.404
C 6.085 -0.740 -11.743
C 6.051 0.482 -12.397
C 6.135 1.640 -11.632
C 6.250 1.536 -10.249
C 6.279 0.270 -9.687
H 6.020 -1.672 -12.296
H 5.962 0.528 -13.476
H 6.110 2.616 -12.109
H 6.317 2.420 -9.625
H 6.371 0.137 -8.613
N -7.600 1.561 -3.918
C -8.533 0.612 -4.152
C -9.865 0.734 -3.790
C -10.267 1.899 -3.145
C -9.329 2.894 -2.888
C -8.021 2.681 -3.291
H -8.169 -0.280 -4.655
H -10.571 -0.059 -4.006
H -11.303 2.031 -2.845
H -9.611 3.813 -2.387
H -7.253 3.429 -3.117
N 9.469 -1.206 2.691
C 9.829 -2.467 2.364
C 11.127 -2.844 2.058
C 12.118 -1.869 2.084
C 11.779 -0.561 2.415
C 10.454 -0.282 2.709
H 9.019 -3.191 2.355
H 11.359 -3.872 1.806
H 13.147 -2.126 1.849
H 12.529 0.222 2.444
H 10.140 0.723 2.977
N -10.701 -3.421 5.883
C -10.973 -4.083 4.737
C -10.146 -4.070 3.625
C -8.970 -3.331 3.688
C -8.664 -2.636 4.853
C -9.551 -2.713 5.914
H -11.903 -4.643 4.736
H -10.413 -4.623 2.731
H -8.298 -3.296 2.835
H -7.755 -2.050 4.934
H -9.355 -2.192 6.847
```

Kohn-Sham gap, eV: 6.2189
Net charge: +1
E_LUMO, eV: -4.2
Electronic energy, Ha: -3208.29533

These are the Löwdin partial charges, in e, on atoms 1 to 5:
1. C -0.1901
2. C -0.4045
3. P 0.9368
4. C -0.4407
5. C -0.1971

[2]
The following is a quantum chemistry calculation of 10 unconnected molecules or ions with the total composition CH21O16P2, from OMol25.

The geometry in XYZ format:
```
40
CH21O16P2 the ωB97M-V functional and the def2-TZVPD basis
O -0.919 2.588 0.488
H -0.363 2.127 -0.344
H -0.512 2.100 1.442
H -0.729 3.536 0.432
O -0.276 -0.981 -0.822
H -0.177 -0.012 -1.302
H 0.193 -0.875 0.179
H -1.233 -1.329 -0.720
O -2.029 -2.843 2.244
H -2.598 -3.312 2.856
H -2.581 -2.420 1.376
H -1.540 -1.961 2.770
O 2.707 0.827 1.139
H 2.808 1.162 0.063
H 1.885 0.139 1.183
H 2.658 1.546 1.776
C -3.605 -0.728 -0.480
O -2.842 -1.866 -0.614
H -4.145 -0.506 -1.425
H -4.396 -0.794 0.296
H -3.010 0.174 -0.263
P 1.484 2.270 -1.927
O 2.749 1.548 -1.289
O 1.393 3.722 -1.432
O 0.159 1.457 -1.530
O 1.735 2.124 -3.440
P 0.064 -0.125 2.925
O -0.354 1.358 2.632
O 0.698 -0.664 1.565
O -1.148 -0.921 3.470
O 1.159 0.013 3.990
O -0.847 0.530 -3.819
H -0.458 0.897 -2.936
H -0.187 0.843 -4.454
O 2.938 -2.401 1.658
H 3.414 -1.894 2.323
H 2.086 -1.895 1.556
O 2.103 -0.791 -3.171
H 2.346 -1.575 -2.658
H 1.369 -1.070 -3.736
```

Kohn-Sham gap, eV: 4.6013
Relative energy (zero: lowest compared OMol25 entry of this formula, charge and spin), kJ/mol: 0.0
Net charge: -3
E_LUMO, eV: 6.5
Electronic energy, Ha: -1937.36057

These are the natural (NBO) partial charges, in e, on atoms 1 to 5:
1. O -0.9152
2. H 0.5501
3. H 0.5471
4. H 0.5036
5. O -0.9372

[3]
The following is a quantum chemistry calculation of 2 unconnected molecules or ions with the total composition C23H17BrF2N, from OMol25.

The geometry in XYZ format:
```
44
C23H17BrF2N the ωB97M-V functional and the def2-TZVPD basis
F -3.791 -3.834 -2.486
C -2.551 -3.274 -2.295
C -1.439 -3.910 -2.843
C -0.180 -3.322 -2.635
C -0.055 -2.151 -1.900
C -1.194 -1.509 -1.342
C -1.058 -0.303 -0.595
C -2.152 0.407 -0.122
C -2.089 1.577 0.619
C -3.245 2.232 1.132
C -4.547 1.675 0.963
C -5.633 2.342 1.505
F -6.879 1.783 1.345
C -5.524 3.540 2.207
C -4.242 4.095 2.361
C -3.127 3.460 1.835
C -2.473 -2.103 -1.559
H -1.557 -4.828 -3.409
H 0.709 -3.791 -3.056
H 0.919 -1.689 -1.732
H -0.058 0.083 -0.390
H -3.142 0.020 -0.357
H -1.106 2.014 0.813
H -4.703 0.737 0.432
H -6.409 4.019 2.615
H -4.123 5.033 2.902
H -2.127 3.884 1.950
H -3.385 -1.665 -1.156
Br 5.695 -3.645 -1.700
C 5.401 -2.090 -0.637
C 4.253 -1.318 -0.877
C 4.036 -0.182 -0.090
C 4.981 0.165 0.925
N 4.513 1.329 1.531
C 3.322 1.726 0.947
C 3.004 0.815 -0.055
C 6.122 -0.596 1.158
C 6.331 -1.741 0.364
H 3.533 -1.575 -1.649
H 4.983 1.812 2.290
H 2.793 2.618 1.273
H 2.159 0.831 -0.731
H 6.827 -0.306 1.937
H 7.206 -2.365 0.512
```

Kohn-Sham gap, eV: 4.2139
Relative energy (zero: lowest compared OMol25 entry of this formula, charge and spin), kJ/mol: 0.0
Net charge: +1
E_LUMO, eV: -6.1
Electronic energy, Ha: -3714.87022

These are the natural (NBO) partial charges, in e, on atoms 1 to 5:
1. F -0.3097
2. C 0.3924
3. C -0.1718
4. C -0.2009
5. C -0.1318

[4]
The following is a quantum chemistry calculation of 10 unconnected molecules or ions with the total composition C26H72O14, from OMol25.

The geometry in XYZ format:
```
112
C26H72O14 the ωB97M-V functional and the def2-TZVPD basis
C -2.038 -3.078 3.611
C -1.674 -4.324 2.672
O -0.242 -4.217 2.679
O -3.431 -3.021 3.954
H -1.654 -2.131 3.258
H -1.565 -3.176 4.651
H -2.184 -4.129 1.804
H -1.775 -5.379 3.151
H -0.066 -4.651 1.889
H -3.706 -2.164 4.112
C 5.986 -0.592 0.744
C 4.701 -1.088 0.050
O 3.589 -0.246 0.344
O 7.026 -1.507 0.389
H 5.849 -0.522 1.834
H 6.122 0.364 0.541
H 4.276 -2.022 0.236
H 4.745 -1.029 -1.097
H 3.100 -0.355 -0.310
H 7.798 -0.936 0.322
C 2.751 -0.885 3.764
C 1.742 -1.711 3.178
O 1.726 -2.852 3.969
O 2.708 0.418 3.272
H 3.722 -1.216 3.650
H 2.391 -0.819 4.761
H 1.969 -1.818 2.224
H 0.812 -1.262 3.041
H 1.097 -3.496 3.670
H 2.687 0.426 2.241
C 2.366 -0.680 -3.169
C 2.153 0.333 -4.203
O 2.012 -0.175 -5.464
O 2.200 0.103 -1.977
H 3.288 -0.965 -3.235
H 1.916 -1.601 -3.318
H 2.914 0.907 -4.403
H 1.033 0.748 -4.073
H 2.983 -0.480 -5.684
H 1.387 0.062 -1.741
C -0.182 2.566 3.724
C 0.371 3.296 4.967
C 0.779 4.782 4.525
O -0.413 3.363 6.142
H 0.548 2.733 2.856
H -1.183 3.036 3.278
H -0.429 1.549 3.811
H 1.292 2.810 5.292
H 1.326 4.618 3.624
H 1.403 5.127 5.397
H -0.042 5.522 4.240
H 0.174 3.567 6.902
C 1.847 -4.339 -5.098
C 3.239 -4.018 -4.510
C 3.277 -4.181 -2.977
O 4.256 -4.615 -5.237
H 1.778 -5.427 -5.161
H 1.711 -3.668 -5.944
H 1.033 -3.858 -4.463
H 3.345 -2.875 -4.670
H 3.372 -5.349 -2.627
H 2.355 -3.708 -2.457
H 4.114 -3.865 -2.473
H 4.166 -4.133 -6.149
C -1.843 2.767 -3.784
C -2.916 2.163 -2.912
C -3.337 0.747 -3.267
O -2.432 2.221 -1.598
H -0.894 2.420 -3.549
H -1.823 3.592 -3.337
H -2.032 2.913 -4.928
H -3.764 2.818 -3.003
H -2.688 0.204 -3.283
H -4.079 0.686 -4.057
H -4.130 0.238 -2.544
H -3.281 2.481 -0.984
C -0.183 -1.989 -0.586
C -1.106 -0.798 -0.662
C -1.586 -0.254 0.695
O -0.601 0.154 -1.372
H 0.161 -2.529 -1.539
H -0.584 -2.801 -0.155
H 0.725 -1.609 0.143
H -1.949 -1.100 -1.490
H -1.907 -1.112 1.303
H -2.507 0.486 0.587
H -0.986 0.424 1.200
H -1.106 1.122 -1.629
C -5.949 -0.441 0.321
C -7.083 0.426 0.584
C -7.240 0.952 1.964
O -7.055 1.542 -0.338
H -6.144 -1.565 0.955
H -4.866 -0.171 0.627
H -5.810 -0.427 -0.810
H -7.812 -0.278 0.116
H -6.356 1.631 2.124
H -7.441 0.179 2.720
H -8.276 1.642 1.995
H -7.946 1.826 -0.426
C 2.130 3.528 -0.179
C 0.635 3.652 -0.306
C 0.027 4.905 0.080
O 0.373 3.341 -1.638
H 2.552 2.547 -0.447
H 2.164 3.683 0.931
H 2.630 4.281 -0.582
H 0.033 2.790 0.168
H 0.466 5.308 0.984
H -1.000 4.961 0.072
H 0.519 5.617 -0.723
H -0.503 3.101 -1.791
```

Kohn-Sham gap, eV: 9.4923
Relative energy (zero: lowest compared OMol25 entry of this formula, charge and spin), kJ/mol: 1626.3
Net charge: 0
E_LUMO, eV: 0.1
SMILES string: CC(C)O.CC(C)O.CC(C)O.CC(C)O.CC(C)O.CC(C)O.OCCO.OCCO.OCCO.OCCO
Electronic energy, Ha: -2086.49670

These are the Löwdin partial charges, in e, on atoms 1 to 5:
1. C -0.2011
2. C -0.1504
3. O -0.0884
4. O -0.0605
5. H 0.0873

[5]
The following is a quantum chemistry calculation of C23H22F2N2O3 in the gas phase, from OMol25.

The geometry in XYZ format:
```
52
C23H22F2N2O3 the ωB97M-V functional and the def2-TZVPD basis
C -3.087 2.946 0.991
C -2.991 1.734 0.110
C -4.182 1.065 -0.163
C -4.235 -0.036 -0.993
C -3.068 -0.498 -1.573
C -1.878 0.150 -1.304
C -1.808 1.267 -0.474
C -0.437 1.881 -0.297
H 0.238 1.331 -0.966
C -0.339 3.356 -0.703
C 1.124 3.790 -0.649
C 1.689 3.534 0.747
N 1.515 2.145 1.123
C 2.598 1.360 1.275
O 3.740 1.745 1.099
C 2.352 -0.045 1.711
N 1.827 -0.348 2.871
O 1.865 -1.692 2.996
C 2.424 -2.223 1.901
C 2.765 -1.222 1.035
H 3.237 -1.295 0.078
C 2.542 -3.708 1.801
O 2.596 -4.154 0.464
C 1.576 -3.888 -0.390
C 1.822 -4.162 -1.744
C 0.887 -3.960 -2.737
C -0.360 -3.460 -2.402
C -0.650 -3.179 -1.082
C 0.304 -3.394 -0.102
F -0.055 -3.104 1.172
H -1.609 -2.791 -0.779
H -1.100 -3.294 -3.168
H 1.149 -4.193 -3.756
F 3.033 -4.642 -2.075
H 3.492 -4.040 2.234
H 1.722 -4.177 2.360
C 0.143 1.698 1.119
H 0.087 0.651 1.415
H -0.411 2.287 1.855
H 2.757 3.752 0.783
H 1.169 4.159 1.482
H 1.216 4.850 -0.887
H 1.707 3.226 -1.380
H -0.918 3.982 -0.026
H -0.737 3.485 -1.711
H -0.970 -0.221 -1.761
H -3.085 -1.350 -2.236
H -5.177 -0.527 -1.187
H -5.094 1.427 0.289
H -3.987 2.889 1.599
H -3.159 3.846 0.380
H -2.238 3.047 1.658
```

Kohn-Sham gap, eV: 9.7453
Net charge: 0
E_LUMO, eV: 0.7
SMILES string: Cc1ccccc1[C@H]1CCCN(C(=O)c2cc(COc3c(F)cccc3F)on2)C1
Electronic energy, Ha: -1424.56874

These are the natural (NBO) partial charges, in e, on atoms 1 to 5:
1. C -0.6339
2. C -0.0355
3. C -0.1964
4. C -0.2097
5. C -0.2268

[6]
The following is a quantum chemistry calculation of a molecular structure, C34H28F15Ge2N2O2SSeZn, from OMol25.

The geometry in XYZ format:
```
86
C34H28F15Ge2N2O2SSeZn the ωB97M-V functional and the def2-TZVPD basis
Zn -1.648 -1.496 0.144
F 1.945 -1.517 2.075
C 2.766 -2.571 2.098
C 3.305 -2.988 0.892
C 4.217 -4.024 0.948
F 4.836 -4.460 -0.159
C 4.566 -4.626 2.146
F 5.469 -5.614 2.174
C 3.989 -4.194 3.326
F 4.323 -4.773 4.477
C 3.084 -3.145 3.312
F 2.560 -2.708 4.453
Ge 2.587 -2.029 -0.722
S 0.537 -2.221 -1.213
C 3.676 -2.788 -2.224
C 4.579 -2.108 -3.020
F 4.943 -0.852 -2.719
C 5.173 -2.691 -4.126
F 6.053 -2.013 -4.871
C 4.852 -3.992 -4.465
F 5.404 -4.558 -5.536
C 3.967 -4.711 -3.679
F 3.682 -5.976 -3.996
C 3.396 -4.098 -2.582
F 2.571 -4.812 -1.811
C 3.287 -0.147 -0.499
C 4.037 0.361 0.547
F 4.555 -0.449 1.478
C 4.327 1.711 0.662
F 5.063 2.165 1.679
C 3.844 2.601 -0.280
F 4.104 3.901 -0.167
C 3.110 2.126 -1.353
F 2.641 2.978 -2.271
C 2.858 0.772 -1.445
F 2.197 0.327 -2.522
N -2.550 -1.311 1.754
C -1.912 -0.842 2.837
C -2.625 -0.775 4.080
C -2.076 -0.197 5.207
C -0.785 0.329 5.205
C -0.041 0.235 4.032
C -0.581 -0.329 2.895
H -3.622 -1.200 4.108
H -2.667 -0.157 6.117
H -0.363 0.788 6.090
H 0.975 0.616 4.009
H -0.002 -0.404 1.977
O -5.592 -2.571 -0.236
C -4.675 -1.629 -0.354
O -3.657 -1.790 -0.990
C -5.033 -0.323 0.358
N -6.134 -0.573 1.297
C -7.140 0.479 1.154
C -7.083 0.794 -0.337
C -5.579 0.728 -0.635
H -4.110 0.005 0.841
H -5.796 -0.685 2.245
H -6.240 -2.187 0.405
H -6.908 1.376 1.743
H -8.114 0.107 1.476
H -7.505 1.769 -0.575
H -7.626 0.031 -0.898
H -5.118 1.695 -0.441
H -5.360 0.454 -1.666
C 0.721 4.504 -0.598
Ge -0.360 3.874 -2.130
C 0.398 4.481 -3.848
C -2.161 4.676 -2.014
C -0.540 1.896 -2.111
Se -2.042 1.259 -1.038
C -1.446 2.002 0.657
H 1.505 5.176 -0.945
H 1.192 3.671 -0.076
H 0.088 5.038 0.111
H 0.510 5.566 -3.829
H -0.279 4.222 -4.662
H 1.373 4.036 -4.035
H -2.092 5.744 -2.226
H -2.602 4.545 -1.026
H -2.829 4.222 -2.746
H 0.350 1.400 -1.726
H -0.713 1.520 -3.120
H -0.394 1.765 0.789
H -2.016 1.513 1.444
H -1.599 3.080 0.677
```

Kohn-Sham gap, eV: 5.2589
Relative energy (zero: lowest compared OMol25 entry of this formula, charge and spin), kJ/mol: 34.9
Net charge: -1
E_LUMO, eV: 2.1
Electronic energy, Ha: -11803.19110

These are the natural (NBO) partial charges, in e, on atoms 1 to 5:
1. Zn 1.4693
2. F -0.3064
3. C 0.4148
4. C -0.5460
5. C 0.4044

Look up the E_LUMO of the fourth one.
0.1 eV

The lowest electronic energy belongs to which entry?
C34H28F15Ge2N2O2SSeZn